The following is a DFT calculation (wB97M-V/def2-TZVPD) of a structure of composition C13H17N3NiO3 at a distorted geometry.

Results
Expectation value of S²   2.0085
Energy above the lowest of the compared OMol25 structures with the same formula, charge and spin   0.176 eV
Molar mass   322.0 g mol⁻¹
HOMO-LUMO gap (alpha / beta)   5.2 / 6.9 eV
E   -2403.6683 hartree

```
! wB97M-V def2-TZVPD RIJCOSX def2/J DEFGRID3
* xyz 0 3
Ni -0.223 0.127 0.290
O -0.530 -0.991 3.971
O -0.956 -0.529 1.854
O 0.109 0.977 3.196
N -0.438 -0.142 3.086
N 1.040 0.811 -0.907
N 0.870 -1.616 0.035
C 1.915 -1.403 -0.823
C -4.517 1.441 -0.001
C 1.231 2.144 -1.107
C 3.150 0.375 -2.004
C -1.305 1.817 0.626
C 2.913 -2.364 -1.022
C 2.756 -3.627 -0.463
C 3.185 1.695 -2.435
C 2.015 -0.063 -1.322
C 1.755 -3.818 0.484
C -4.438 0.151 0.815
C 0.862 -2.773 0.760
C 2.238 2.602 -1.952
H -1.662 2.421 -0.224
H -5.460 1.443 -0.572
H 2.289 3.662 -2.174
H 1.680 -4.736 1.044
H 3.972 -0.314 -2.194
H -3.480 -0.001 1.303
H -4.668 -0.704 0.174
H -2.125 1.484 1.262
H 3.418 -4.430 -0.776
H -4.563 2.326 0.663
H 3.792 -2.102 -1.610
H -0.593 2.389 1.233
H 0.581 2.789 -0.518
H -3.689 1.573 -0.708
H 0.151 -2.800 1.592
H -5.221 0.185 1.576
H 3.949 2.002 -3.149
*
```